Density functional theory data (ωB97M-V/def2-TZVPD) for 14 unconnected molecules or ions with the total composition C19H66N8O14 in a non-equilibrium geometry.

Last column: Löwdin charge in e.
Atoms and positions in Å:
C -2.152 20.879 -8.525  -0.08
C -0.949 21.040 -7.693  -0.41
O 0.168 20.793 -8.436  -0.07
H -2.415 21.752 -9.087  0.06
H -3.043 20.824 -7.825  0.07
H -2.102 19.944 -9.199  0.11
H -1.005 20.389 -6.840  0.10
H -0.890 22.085 -7.293  0.09
H 0.850 21.151 -7.864  0.00
C -6.319 24.265 -5.156  -0.04
C -5.402 23.039 -4.860  -0.27
O -6.018 22.208 -3.919  -0.13
H -7.273 23.900 -5.574  0.09
H -6.008 25.008 -5.923  0.09
H -6.487 24.836 -4.221  0.05
H -4.495 23.304 -4.437  0.04
H -5.134 22.479 -5.765  0.12
H -6.672 22.761 -3.428  0.13
C 0.690 19.544 -0.595  -0.08
C -0.071 20.747 -1.087  -0.33
O 0.793 21.316 -2.036  -0.10
H 0.200 19.132 0.287  0.07
H 1.716 19.829 -0.309  0.08
H 0.752 18.711 -1.343  0.09
H -0.526 21.439 -0.292  0.12
H -0.931 20.521 -1.647  0.05
H 0.363 21.980 -2.566  0.00
C 2.422 25.695 -3.036  -0.05
C 2.588 24.237 -2.687  -0.28
O 3.221 23.526 -3.762  -0.10
H 3.366 26.215 -3.070  0.07
H 1.712 26.041 -2.260  0.07
H 2.082 25.710 -4.097  0.08
H 1.588 23.819 -2.563  0.07
H 3.214 24.069 -1.809  0.13
H 3.441 22.695 -3.347  0.10
C -2.145 18.832 -3.183  -0.06
C -2.054 17.814 -2.072  -0.32
O -1.073 16.877 -2.441  -0.06
H -2.796 19.587 -2.810  0.04
H -2.382 18.319 -4.116  0.09
H -1.195 19.326 -3.286  0.06
H -2.980 17.368 -1.780  0.10
H -1.608 18.343 -1.202  0.10
H -1.135 16.197 -1.793  0.07
C 2.088 20.310 -5.802  -0.60
O 2.347 18.914 -5.777  -0.15
N 2.314 21.012 -6.884  0.12
N 1.575 21.011 -4.878  0.20
H 2.848 20.562 -7.630  0.14
H 2.198 22.043 -6.962  0.07
H 1.340 20.551 -3.990  0.11
H 1.433 22.059 -4.870  0.10
C -1.817 22.419 -3.688  -0.58
O -1.921 21.890 -4.964  -0.11
N -0.785 23.115 -3.391  0.16
N -2.769 22.258 -2.786  0.21
H -0.145 23.518 -4.167  0.10
H -0.731 23.484 -2.421  0.07
H -3.507 21.658 -3.096  0.07
H -2.770 22.486 -1.785  0.08
C -5.148 19.605 -1.382  -0.68
O -4.606 19.280 -0.177  -0.12
N -5.604 18.730 -2.237  0.17
N -5.351 20.820 -1.733  0.17
H -5.579 17.791 -1.873  0.11
H -5.672 18.820 -3.261  0.08
H -4.958 21.531 -1.083  0.10
H -5.631 21.237 -2.624  0.05
C 1.439 23.922 -6.522  -0.69
O 0.548 23.918 -5.545  -0.07
N 2.694 23.829 -6.357  0.15
N 1.142 23.813 -7.774  0.19
H 2.965 23.785 -5.347  0.08
H 3.378 24.119 -7.106  0.18
H 0.142 24.090 -8.046  0.19
H 1.843 23.910 -8.450  0.11
C -4.684 25.382 -2.086  -0.16
O -5.885 25.443 -1.385  -0.11
H -4.092 26.204 -1.815  0.06
H -5.048 25.626 -3.114  0.08
H -4.217 24.374 -1.927  0.08
H -6.469 24.846 -1.818  0.05
C -2.634 24.742 -5.694  -0.20
O -2.693 23.750 -6.660  -0.11
H -3.159 25.599 -6.132  0.09
H -1.592 25.028 -5.505  0.06
H -2.995 24.591 -4.700  0.04
H -2.421 22.980 -6.190  -0.02
C -0.916 25.438 -1.053  -0.15
O -0.380 24.162 -0.850  -0.13
H -0.195 26.228 -0.884  0.07
H -1.756 25.670 -0.368  0.09
H -1.239 25.551 -2.106  0.09
H -0.095 24.121 0.050  0.10
C -4.325 23.322 0.887  -0.13
O -3.303 22.673 0.108  -0.15
H -4.190 24.371 1.002  0.06
H -4.231 23.092 1.969  0.10
H -5.330 23.102 0.614  0.07
H -2.657 22.465 0.799  0.09
C -4.825 19.761 -5.867  -0.12
O -5.762 19.650 -4.793  -0.13
H -5.244 20.211 -6.772  0.08
H -4.369 18.860 -6.040  0.06
H -4.029 20.473 -5.586  0.06
H -5.973 20.524 -4.494  0.01

## Properties
**Relative energy (zero: lowest compared OMol25 entry of this formula, charge and spin)**: 16.86 kcal/mol
**Total charge**: 0


Density functional theory data (ωB97M-V/def2-TZVPD) for 20 unconnected molecules or ions with the total composition C19H76BF4N38O19 in a non-equilibrium geometry.

Last column: Löwdin charge in e.
Atoms and positions in Å:
B -14.561 -15.220 13.324  -1.36
F -15.854 -14.933 12.887  0.13
F -14.572 -16.070 14.433  0.10
F -14.023 -15.936 12.231  0.10
F -13.812 -14.130 13.527  0.20
C -11.579 -17.729 14.788  -0.79
O -10.529 -18.189 15.043  0.05
N -12.302 -18.278 13.876  0.21
N -12.209 -16.822 15.594  0.19
H -12.125 -19.068 13.273  0.11
H -13.232 -17.896 13.785  0.08
H -13.147 -16.537 15.354  0.05
H -11.680 -16.546 16.409  0.11
C -10.679 -13.028 12.630  -0.70
O -11.093 -11.931 13.078  -0.02
N -11.352 -14.161 12.734  0.20
N -9.441 -13.090 12.142  0.17
H -12.251 -14.184 13.194  0.06
H -10.963 -14.958 12.251  0.10
H -8.990 -13.994 12.114  0.10
H -8.923 -12.236 11.999  0.12
C -12.236 -18.793 18.743  -0.81
O -13.293 -18.456 18.270  0.03
N -11.080 -18.554 18.217  0.19
N -12.136 -19.337 19.895  0.19
H -10.224 -18.660 18.742  0.12
H -11.049 -18.357 17.227  0.07
H -11.159 -19.389 20.144  0.11
H -12.907 -19.785 20.369  0.14
C -15.679 -13.896 9.232  -0.82
O -16.103 -12.936 8.607  0.04
N -16.144 -14.311 10.303  0.21
N -14.705 -14.618 8.765  0.15
H -15.680 -15.009 10.866  0.09
H -16.987 -13.864 10.635  0.14
H -14.176 -14.405 7.931  0.11
H -14.283 -15.300 9.378  0.09
C -14.891 -14.906 17.538  -0.85
O -14.981 -14.611 18.707  0.03
N -14.775 -16.088 17.265  0.18
N -15.158 -14.130 16.544  0.23
H -15.033 -16.352 16.325  0.10
H -14.018 -16.618 17.673  0.10
H -14.834 -14.330 15.609  0.08
H -15.190 -13.170 16.856  0.11
C -19.576 -20.246 11.862  -0.78
O -20.250 -20.059 10.883  0.06
N -19.149 -21.434 12.187  0.14
N -19.079 -19.392 12.717  0.19
H -19.441 -22.150 11.538  0.11
H -18.148 -21.522 12.294  0.06
H -18.476 -19.707 13.463  0.07
H -19.140 -18.394 12.574  0.07
C -11.705 -22.074 15.257  -0.83
O -11.337 -23.175 15.576  0.03
N -11.764 -21.051 16.019  0.20
N -12.243 -21.864 14.094  0.18
H -11.172 -20.988 16.835  0.12
H -12.307 -20.304 15.611  0.09
H -12.522 -22.556 13.414  0.13
H -12.562 -20.905 14.101  0.05
C -10.822 -13.749 8.624  -0.77
O -9.731 -13.239 8.837  0.03
N -11.850 -13.607 9.363  0.20
N -10.968 -14.862 7.911  0.12
H -11.628 -13.098 10.206  0.11
H -12.748 -14.006 9.131  0.06
H -11.836 -15.264 7.587  0.10
H -10.143 -15.253 7.480  0.11
C -17.900 -16.901 19.367  -0.75
O -18.905 -17.432 19.835  -0.01
N -17.612 -15.648 19.551  0.19
N -17.027 -17.615 18.644  0.17
H -18.256 -15.105 20.108  0.12
H -16.724 -15.275 19.246  0.06
H -16.072 -17.334 18.476  0.06
H -17.307 -18.565 18.444  0.06
C -22.450 -15.945 11.723  -0.79
O -23.470 -15.672 11.122  0.01
N -21.290 -15.390 11.559  0.16
N -22.406 -16.908 12.621  0.17
H -21.243 -14.663 10.859  0.12
H -20.431 -15.676 12.006  0.09
H -21.560 -16.884 13.172  0.05
H -23.134 -17.540 12.925  0.12
C -20.314 -12.485 13.958  -0.83
O -19.907 -13.134 14.874  0.04
N -19.807 -11.318 13.810  0.18
N -21.197 -12.909 13.138  0.20
H -20.247 -10.572 13.291  0.12
H -19.047 -11.283 14.475  0.10
H -21.501 -12.417 12.309  0.12
H -21.465 -13.877 13.251  0.10
C -18.595 -16.483 14.062  -0.69
O -19.743 -16.747 13.791  0.02
N -18.102 -15.363 14.526  0.21
N -17.583 -17.365 13.991  0.17
H -17.099 -15.246 14.515  0.07
H -18.670 -14.528 14.535  0.07
H -16.681 -17.024 14.291  0.08
H -17.816 -18.335 14.143  0.05
C -16.984 -20.149 16.513  -0.75
O -17.813 -19.885 15.692  0.06
N -17.197 -20.655 17.738  0.15
N -15.745 -19.707 16.420  0.18
H -16.495 -20.841 18.440  0.11
H -18.165 -20.764 18.005  0.12
H -15.445 -19.308 15.542  0.08
H -15.160 -19.724 17.243  0.08
C -10.920 -17.932 10.511  -0.76
O -11.746 -18.835 10.441  0.01
N -11.113 -16.808 9.978  0.17
N -9.649 -18.012 11.032  0.16
H -11.985 -16.627 9.501  0.11
H -10.239 -16.382 9.706  0.11
H -9.319 -18.873 11.444  0.11
H -9.054 -17.197 11.082  0.09
C -12.378 -10.130 18.129  -0.75
O -13.078 -9.148 18.354  0.03
N -12.806 -11.303 17.528  0.14
N -11.157 -10.209 18.456  0.18
H -12.503 -12.142 18.001  0.10
H -13.723 -11.251 17.108  0.09
H -10.757 -9.472 19.019  0.14
H -10.671 -11.048 18.172  0.12
C -16.673 -10.622 13.861  -0.77
O -17.266 -9.741 14.470  0.03
N -16.877 -11.146 12.658  0.17
N -15.827 -11.424 14.407  0.17
H -17.638 -10.729 12.141  0.11
H -16.344 -11.856 12.176  0.10
H -15.189 -12.029 13.910  0.10
H -15.478 -10.935 15.219  0.10
C -18.108 -17.231 9.088  -0.82
O -19.240 -17.160 8.562  0.01
N -17.848 -17.415 10.263  0.21
N -17.108 -17.471 8.273  0.16
H -16.950 -17.792 10.528  0.09
H -18.679 -17.767 10.717  0.11
H -17.397 -17.258 7.329  0.12
H -16.272 -17.837 8.707  0.09
C -13.350 -8.998 14.269  -0.80
O -13.612 -8.592 13.143  0.01
N -13.924 -8.453 15.333  0.16
N -12.474 -9.858 14.606  0.20
H -14.509 -7.647 15.166  0.12
H -13.747 -8.728 16.289  0.06
H -12.555 -10.004 15.602  0.06
H -12.017 -10.506 13.979  0.07
C -15.287 -20.242 12.432  -0.72
O -14.899 -20.203 13.565  0.04
N -16.017 -21.133 11.830  0.18
N -15.149 -19.119 11.657  0.17
H -16.159 -22.015 12.301  0.13
H -16.280 -20.895 10.884  0.13
H -15.310 -19.172 10.661  0.09
H -14.610 -18.400 12.117  0.08

## Properties
**Total charge**: -1


Density functional theory data (ωB97M-V/def2-TZVPD) for a molecular structure, C19H7Cl3F5NaO3SSe in a non-equilibrium geometry.

Last column: natural (NBO) charge in e.
Atoms and positions in Å:
Na 0.235 0.340 -0.007  0.93
Cl -0.795 -4.403 5.947  -0.07
C -0.398 -3.216 4.708  -0.08
C -1.024 -3.272 3.474  -0.26
C -0.707 -2.333 2.514  -0.12
Cl -1.493 -2.394 0.965  0.01
C 0.244 -1.282 2.704  0.34
O 0.513 -0.427 1.808  -0.83
C 0.842 -1.300 3.999  -0.12
Cl 2.023 -0.064 4.359  -0.03
C 0.536 -2.231 4.974  -0.26
H -1.756 -4.040 3.261  0.22
H 1.027 -2.184 5.938  0.22
O 5.690 7.130 -3.217  -0.70
C 4.551 7.372 -2.500  0.78
O 4.275 8.522 -2.273  -0.62
C 3.741 6.199 -2.119  -0.31
C 4.109 4.871 -2.365  -0.12
C 3.311 3.813 -1.985  -0.28
C 2.076 4.010 -1.321  -0.10
S 1.067 2.699 -0.865  -0.50
C 1.715 5.362 -1.085  -0.27
C 2.521 6.412 -1.468  -0.14
H 5.760 6.181 -3.369  0.48
H 5.047 4.625 -2.859  0.16
H 3.619 2.796 -2.191  0.22
H 0.773 5.549 -0.585  0.21
H 2.225 7.436 -1.273  0.22
F -3.263 0.157 -8.042  -0.31
C -2.890 -0.120 -6.778  0.22
C -1.576 0.011 -6.388  0.25
F -0.666 0.429 -7.288  -0.31
C -1.202 -0.284 -5.091  0.30
F 0.096 -0.139 -4.805  -0.30
C -2.098 -0.720 -4.113  -0.27
Se -1.581 -1.148 -2.353  -0.48
C -3.419 -0.832 -4.557  0.28
F -4.391 -1.231 -3.724  -0.31
C -3.814 -0.544 -5.849  0.28
F -5.105 -0.669 -6.217  -0.32

## Properties
**Relative energy (zero: lowest compared OMol25 entry of this formula, charge and spin)**: 5.76 kcal/mol
**Total charge**: -2


Density functional theory data (ωB97M-V/def2-TZVPD) for C2 in the gas phase in a non-equilibrium geometry.

Last column: natural (NBO) charge in e.
Atoms and positions in Å:
C -0.208 0.168 0.814  0.00
C 0.208 -0.168 -0.814  0.00

## Properties
**Relative energy (zero: lowest compared OMol25 entry of this formula, charge and spin)**: 41.38 kcal/mol
**Total charge**: 0


Number 1: LUMO -0.17 eV, calculated total energy -2254.742622 Eh, HOMO-LUMO gap 8.2 eV. Number 2: LUMO 1.06 eV, calculated total energy -4704.975390 Eh, HOMO-LUMO gap 8.1 eV. Number 3: LUMO 3.83 eV, calculated total energy -5795.957408 Eh, HOMO-LUMO gap 6.0 eV. Number 4: LUMO -3.40 eV, calculated total energy -75.811554 Eh, HOMO-LUMO gap 6.6 eV.